(1)
{
  "formula": "C6H4N2S",
  "method": "ωB97M-V/def2-TZVPD",
  "elements": ["C", "C", "C", "C", "C", "C", "N", "N", "S", "H", "H", "H", "H"],
  "coordinates": [[-0.443, -1.663, -0.049], [1.246, 0.815, -0.361], [1.449, -0.177, 0.619], [0.058, 1.245, -0.779], [-2.247, 0.720, -0.054], [0.653, -1.322, 0.732], [-1.325, -1.930, -0.721], [-1.044, 0.779, -0.223], [-3.694, 0.467, 0.538], [2.152, 1.393, -0.819], [2.251, -0.226, 1.318], [-0.036, 1.923, -1.595], [0.980, -2.023, 1.394]],
  "forces_ev_per_angstrom": [[1.69, 0.10, 1.01], [6.49, -1.08, 2.33], [0.03, 2.12, -1.89], [-3.67, 0.64, -1.81], [0.99, -0.11, 1.02], [-1.90, 0.40, -0.87], [-1.83, -1.10, -1.37], [-2.55, 0.89, 0.05], [0.70, 0.21, -0.74], [-1.58, -0.94, 1.39], [1.13, 0.42, -0.34], [-0.16, 0.43, -0.51], [0.66, -1.98, 1.72]],
  "lumo_ev": [0.366, -3.096],
  "s2": 2.022,
  "gap_ev": [6.62, 6.54],
  "multiplicity": 3,
  "max_force_ev_per_a": 7.0,
  "e_homo_ev": [-6.3, -9.6]
}

***

(2)
{
  "formula": "C14H29Cl4FNO4S2",
  "method": "ωB97M-V/def2-TZVPD",
  "elements": ["C", "C", "C", "C", "C", "C", "C", "C", "C", "C", "S", "O", "O", "N", "S", "O", "O", "F", "H", "H", "H", "H", "H", "H", "H", "H", "H", "H", "H", "H", "H", "H", "H", "H", "H", "H", "H", "H", "H", "Cl", "C", "C", "Cl", "H", "H", "H", "H", "Cl", "C", "C", "Cl", "H", "H", "H", "H"],
  "coordinates": [[-4.521, 3.561, -2.471], [-2.996, 3.611, -2.434], [-2.427, 3.183, -1.082], [-0.935, 2.811, -1.112], [-0.622, 1.491, -0.406], [0.859, 1.359, -0.031], [1.417, -0.072, -0.010], [1.156, -0.883, 1.269], [-0.170, -0.604, 1.971], [-0.434, -1.620, 3.078], [-1.517, -0.983, 4.356], [-2.400, -0.015, 3.740], [-2.148, -2.130, 4.969], [-0.400, -0.299, 5.282], [-0.747, 0.767, 6.365], [-1.957, 0.548, 7.097], [0.439, 1.130, 7.079], [-1.071, 2.081, 5.502], [-4.872, 2.571, -2.171], [-4.906, 3.755, -3.474], [-4.963, 4.284, -1.782], [-2.603, 2.940, -3.204], [-2.664, 4.625, -2.675], [-2.998, 2.316, -0.733], [-2.599, 3.968, -0.341], [-0.330, 3.602, -0.661], [-0.616, 2.736, -2.158], [-0.907, 0.648, -1.044], [-1.243, 1.419, 0.489], [1.051, 1.862, 0.921], [1.433, 1.912, -0.784], [2.501, 0.011, -0.140], [1.049, -0.595, -0.897], [1.984, -0.745, 1.971], [1.170, -1.949, 1.017], [-0.989, -0.644, 1.251], [-0.189, 0.395, 2.412], [-0.903, -2.534, 2.711], [0.497, -1.886, 3.578], [1.981, -2.398, -4.249], [0.433, -3.119, -3.752], [-0.748, -2.369, -4.316], [-0.904, -0.739, -3.613], [0.412, -3.121, -2.664], [0.422, -4.146, -4.112], [-1.664, -2.908, -4.081], [-0.664, -2.255, -5.394], [2.993, -2.906, -1.080], [4.662, -2.306, -1.196], [5.603, -3.062, -0.293], [5.274, -2.750, 1.429], [4.644, -1.247, -0.949], [4.974, -2.424, -2.233], [6.626, -2.743, -0.489], [5.525, -4.134, -0.455]],
  "forces_ev_per_angstrom": [[0.03, -0.07, 0.04], [-0.13, -0.01, 0.12], [0.01, -0.11, -0.01], [-0.07, 0.00, -0.09], [0.00, 0.04, 0.32], [0.11, -0.01, -0.32], [0.05, 0.33, 0.21], [-0.16, -0.22, -0.18], [-0.06, -0.06, 0.11], [0.16, 0.06, -0.02], [-0.12, -0.06, -0.05], [-0.04, -0.02, -0.04], [0.14, 0.01, 0.05], [-0.01, 0.07, 0.01], [-0.01, -0.01, -0.08], [0.03, 0.02, 0.00], [-0.04, -0.02, 0.00], [0.03, -0.03, 0.02], [-0.01, 0.01, -0.01], [-0.01, 0.09, 0.02], [0.00, 0.02, -0.02], [0.03, 0.05, -0.03], [0.11, -0.06, -0.10], [0.02, -0.02, -0.02], [-0.06, -0.03, 0.01], [-0.04, 0.04, -0.01], [0.12, 0.03, 0.03], [-0.06, 0.05, -0.03], [0.02, -0.01, -0.01], [-0.01, -0.01, 0.01], [0.01, 0.01, 0.02], [0.01, -0.14, -0.05], [-0.09, -0.04, 0.04], [-0.08, 0.11, 0.08], [0.13, 0.01, -0.03], [-0.02, 0.02, 0.04], [0.07, 0.02, -0.08], [-0.04, 0.05, -0.03], [-0.06, -0.06, 0.09], [0.02, 0.06, -0.28], [-0.02, 0.00, 0.14], [-0.01, -0.01, -0.01], [0.00, -0.01, -0.02], [0.02, 0.02, 0.00], [0.00, 0.01, -0.03], [0.00, 0.01, 0.02], [0.00, 0.01, 0.00], [0.03, -0.21, 0.20], [0.02, 0.09, -0.08], [0.01, -0.01, -0.01], [0.00, 0.00, 0.00], [-0.02, -0.01, 0.02], [-0.01, -0.02, 0.00], [0.00, 0.01, 0.00], [-0.01, 0.00, 0.01]],
  "lumo_ev": 1.944,
  "gap_ev": 7.84,
  "total_charge": -1,
  "multiplicity": 1,
  "max_force_ev_per_a": 0.4,
  "e_homo_ev": -5.9
}

***

(3)
{
  "formula": "C8H15BrO4S",
  "method": "ωB97M-V/def2-TZVPD",
  "elements": ["C", "C", "C", "C", "C", "C", "C", "C", "O", "O", "O", "O", "S", "Br", "H", "H", "H", "H", "H", "H", "H", "H", "H", "H", "H", "H", "H", "H", "H"],
  "coordinates": [[0.222, -0.762, -0.940], [-0.387, -3.058, 1.369], [1.626, 2.288, 1.076], [0.655, 1.689, -1.738], [-2.724, 0.724, -0.726], [0.286, -2.886, 0.026], [1.462, 0.874, 0.515], [0.505, 0.672, -0.597], [-0.602, -1.036, -1.788], [-1.199, 0.031, 1.332], [-1.145, 2.363, 0.681], [0.810, -1.586, -0.106], [-1.188, 0.997, 0.299], [3.241, 0.310, -0.048], [0.293, -3.006, 2.146], [-0.936, -2.193, 1.570], [-0.804, -4.151, 1.404], [2.023, 2.910, 0.349], [2.426, 2.040, 1.766], [0.700, 2.473, 1.549], [0.543, 2.658, -1.406], [-0.096, 1.459, -2.475], [1.642, 1.486, -2.133], [-3.269, 1.631, -0.690], [-2.752, 0.480, -1.775], [-3.288, 0.029, -0.164], [-0.346, -3.241, -0.811], [1.133, -3.516, -0.057], [1.171, 0.322, 1.373]],
  "forces_ev_per_angstrom": [[-0.62, 0.49, -0.94], [-0.12, -2.71, -1.54], [0.92, -3.03, 0.63], [0.02, -3.28, -0.16], [0.80, 0.50, 0.04], [-0.50, -1.59, -0.30], [0.75, 1.00, 0.31], [-1.93, 1.00, -0.22], [0.51, -0.35, 0.20], [-0.49, -1.53, 1.42], [-0.75, 1.57, -0.04], [-0.13, 0.24, -0.16], [0.24, 0.14, -2.26], [0.22, -0.34, -0.16], [2.00, -0.21, 1.50], [-2.16, 0.65, 0.08], [-0.02, 2.38, 0.05], [0.21, 1.74, -1.18], [-0.01, 0.91, 0.64], [-0.43, 1.22, 0.50], [-0.11, 2.05, 0.80], [-0.15, 0.02, -0.49], [0.20, 0.37, -0.40], [-0.21, 1.31, 0.45], [1.02, -0.51, -0.20], [-0.34, -1.08, 0.57], [0.00, 0.98, 0.30], [1.03, -0.77, 0.15], [0.06, -1.17, 0.42]],
  "lumo_ev": 0.483,
  "smiles": "CCOC(=O)[C@](C)([C@H](C)Br)S(C)(=O)=O",
  "gap_ev": 10.66,
  "multiplicity": 1,
  "max_force_ev_per_a": 3.3,
  "e_homo_ev": -10.2
}

***

(4)
{
  "formula": "C8H10NOP",
  "method": "ωB97M-V/def2-TZVPD",
  "elements": ["C", "C", "C", "C", "C", "C", "C", "C", "N", "O", "P", "H", "H", "H", "H", "H", "H", "H", "H", "H", "H"],
  "coordinates": [[0.696, 1.223, 2.160], [-0.541, 1.016, 1.607], [1.913, 1.108, 1.367], [1.537, -1.500, -1.509], [-3.311, -0.786, 0.186], [1.086, -0.799, -0.446], [1.560, 1.560, -0.079], [0.509, 0.623, -0.507], [-0.656, 0.706, 0.289], [2.959, 0.632, 1.784], [-2.025, -1.827, 0.159], [0.905, 1.338, 3.345], [-1.495, 1.242, 2.037], [1.935, -2.506, -1.340], [1.395, -1.178, -2.445], [-4.299, -1.131, 0.126], [-3.209, 0.337, 0.214], [1.343, -1.244, 0.483], [1.291, 2.548, 0.047], [2.498, 1.424, -0.591], [0.185, 0.642, -1.543]],
  "forces_ev_per_angstrom": [[0.74, -0.09, 4.57], [0.60, 0.36, -2.35], [-0.10, -0.52, -0.41], [-0.58, -0.71, 4.45], [1.64, 1.25, -0.02], [1.16, -0.76, -1.66], [3.11, -1.73, 1.60], [0.00, -2.44, -0.84], [-1.72, 0.16, 1.36], [-0.87, 0.93, -0.58], [-0.34, 0.84, 0.12], [-0.88, -0.16, -2.92], [-0.16, -0.35, 0.88], [0.03, 0.52, -0.17], [-0.39, 1.14, -3.60], [-1.40, -0.55, -0.04], [0.06, -1.29, -0.03], [-0.29, -0.02, 1.10], [-0.80, 2.26, -0.36], [0.12, 0.27, -0.82], [0.07, 0.89, -0.29]],
  "lumo_ev": [-1.727, -0.571],
  "gap_ev": [5.95, 8.50],
  "multiplicity": 1,
  "max_force_ev_per_a": 4.6,
  "e_homo_ev": [-7.7, -9.1]
}

***

(5)
{
  "formula": "C4H22O7",
  "method": "ωB97M-V/def2-TZVPD",
  "elements": ["C", "O", "H", "H", "H", "H", "C", "O", "H", "H", "H", "H", "C", "O", "H", "H", "H", "H", "C", "O", "H", "H", "H", "H", "O", "H", "H", "O", "H", "H", "O", "H", "H"],
  "coordinates": [[15.247, 8.120, 29.993], [15.223, 6.695, 29.830], [14.410, 8.390, 30.637], [16.076, 8.427, 30.631], [15.209, 8.721, 29.085], [15.882, 6.329, 30.424], [15.318, -7.128, 28.247], [16.034, -8.228, 27.677], [14.275, -7.389, 28.425], [15.748, -6.988, 29.239], [15.334, -6.203, 27.670], [15.592, -8.615, 26.918], [17.227, -1.097, 27.464], [18.494, -1.475, 27.190], [17.117, -0.035, 27.682], [16.542, -1.452, 26.694], [16.916, -1.634, 28.360], [18.557, -2.426, 27.069], [21.752, -6.939, 24.944], [20.861, -6.464, 25.932], [21.457, -6.986, 23.895], [22.502, -6.157, 24.832], [22.262, -7.873, 25.181], [20.138, -7.090, 26.018], [11.684, -5.442, 24.302], [10.965, -5.907, 24.730], [11.572, -4.530, 24.570], [22.908, -6.052, 30.581], [22.372, -5.898, 29.803], [23.800, -6.136, 30.244], [22.999, -1.079, 29.813], [23.140, -1.917, 30.254], [22.273, -1.245, 29.211]],
  "forces_ev_per_angstrom": [[-0.30, -0.19, 1.55], [0.19, 0.56, -0.49], [-0.49, 0.16, -0.32], [0.51, 0.06, -0.46], [0.13, -0.55, -0.19], [-0.03, -0.04, -0.10], [-0.27, -0.83, 0.28], [0.25, 0.37, 0.12], [-0.18, -0.04, -0.11], [0.15, 0.26, -0.18], [0.32, -0.05, -0.15], [-0.27, 0.30, 0.02], [-2.33, -0.82, 1.05], [3.00, 0.04, -0.80], [0.30, -0.03, -0.41], [-0.33, 0.54, -0.31], [-0.48, 0.18, 0.46], [-0.13, 0.07, 0.01], [1.35, 0.84, -0.48], [-0.23, -0.36, -0.44], [-1.22, -0.29, 0.08], [0.36, -0.07, 0.52], [-0.14, -0.08, 0.30], [-0.13, -0.04, 0.06], [0.18, -0.10, -0.11], [-0.18, -0.16, 0.08], [0.00, 0.25, 0.04], [-0.06, 0.05, 0.24], [-0.19, 0.01, -0.22], [0.24, -0.04, -0.05], [0.14, 0.19, 0.03], [0.06, -0.21, 0.16], [-0.22, 0.02, -0.18]],
  "lumo_ev": 0.238,
  "smiles": "CO.CO.CO.CO.O.O.O",
  "gap_ev": 10.43,
  "multiplicity": 1,
  "max_force_ev_per_a": 3.1,
  "e_homo_ev": -10.2
}

***

(6)
{
  "formula": "C5H11NO",
  "method": "ωB97M-V/def2-TZVPD",
  "elements": ["C", "C", "C", "C", "N", "C", "O", "H", "H", "H", "H", "H", "H", "H", "H", "H", "H", "H"],
  "coordinates": [[-1.783, -0.742, -0.816], [-1.284, 0.400, 0.063], [0.229, 0.624, -0.046], [0.668, 1.865, 0.728], [0.910, -0.524, 0.530], [1.564, -1.311, -0.203], [2.196, -2.384, 0.307], [-1.569, -0.551, -1.874], [-1.298, -1.684, -0.539], [-2.865, -0.879, -0.714], [-1.801, 1.333, -0.199], [-1.515, 0.188, 1.115], [0.484, 0.756, -1.115], [0.157, 2.764, 0.367], [0.438, 1.733, 1.791], [1.748, 2.017, 0.632], [2.015, -2.353, 1.262], [1.706, -1.251, -1.288]],
  "forces_ev_per_angstrom": [[0.00, -0.04, -0.03], [-0.03, 0.04, 0.03], [-0.09, 0.12, -0.03], [0.01, 0.05, 0.00], [0.26, -0.31, -0.29], [-0.22, 0.32, 0.08], [-0.02, -0.03, 0.18], [-0.02, -0.02, 0.14], [-0.09, 0.12, -0.05], [0.15, 0.02, -0.01], [0.10, -0.12, 0.01], [0.03, 0.06, -0.13], [-0.01, -0.08, 0.17], [0.05, -0.15, 0.02], [0.03, 0.03, -0.15], [-0.15, -0.02, 0.02], [0.08, -0.10, -0.11], [-0.07, 0.11, 0.14]],
  "lumo_ev": 1.093,
  "smiles": "CC[C@@H](C)/N=C/O",
  "gap_ev": 10.97,
  "multiplicity": 1,
  "max_force_ev_per_a": 0.5,
  "e_homo_ev": -9.9
}